This record from OMol25 describes a structure of composition C21H28CrN2S5. The level of theory is wB97M-V/def2-TZVPD.

```
! wB97M-V def2-TZVPD RIJCOSX def2/J DEFGRID3
* xyz -2 5
C -2.804 2.738 -2.550
S -0.875 -3.858 -2.445
H 4.067 0.972 3.475
C 1.853 -3.386 -2.521
H -1.993 3.454 -2.631
C -1.203 3.654 3.208
H -3.198 1.930 2.248
H -4.334 4.238 -2.393
C -2.479 1.378 -2.581
C 3.177 -3.831 -2.519
S -3.222 -1.297 -2.538
Cr -0.856 -1.474 -2.329
C -4.839 0.888 -2.380
H 2.564 -1.453 2.376
H -0.639 3.879 2.302
C -5.139 2.241 -2.336
C -3.522 0.425 -2.492
H 2.689 -7.173 -2.297
H 3.477 2.259 1.573
H -0.374 1.676 3.375
C 1.143 -5.687 -2.368
S -0.799 0.901 -2.725
H 3.963 -3.087 -2.591
H 0.333 -6.406 -2.325
H 4.533 0.021 2.068
H 1.957 -0.433 3.666
H -1.824 1.933 4.348
C 2.868 -0.784 3.176
C 0.185 -0.021 0.545
N -0.173 1.271 0.843
C -4.115 3.175 -2.422
H -2.292 0.427 2.475
H 3.384 0.380 -0.124
H -2.154 1.019 0.179
C 2.874 1.359 1.734
C -1.586 1.642 0.868
C 2.462 -6.113 -2.360
C -1.361 2.144 3.379
H -1.670 2.672 0.520
H -2.180 4.138 3.128
S 1.525 -1.665 -2.652
C 3.672 0.398 2.629
H 3.458 -1.349 3.903
C 3.490 -5.180 -2.434
H 1.661 -0.965 -0.335
S -0.905 -1.278 0.399
C 0.804 -4.329 -2.438
H -5.629 0.147 -2.325
H 1.960 1.658 2.254
C 2.497 0.803 0.352
H -6.171 2.564 -2.236
H 4.527 -5.501 -2.437
H 0.392 1.928 0.320
N 1.512 -0.261 0.398
C -2.193 1.495 2.271
H -0.670 4.091 4.056
H 2.171 1.634 -0.289
*
```

Results
Energy relative to the best compared isomer or geometry (same formula, charge and spin)   0.0 kJ/mol
E_tot   -107814.673 eV
Kohn-Sham gap (spin up / spin down)   4.787 / 5.337 eV
Highest occupied orbital energy (spin up / spin down)   -0.37 / -0.92 eV

Mulliken atomic charge list, values in e, 5 entries:
1 C -0.583
2 S -0.623
3 H 0.346
4 C 0.371
5 H 0.379

***

This record from OMol25 describes a structure of composition C62H51F4NO2P2Pd in a non-equilibrium geometry. The level of theory is wB97M-V/def2-TZVPD.

```
! wB97M-V def2-TZVPD RIJCOSX def2/J DEFGRID3
* xyz 0 1
F -0.341 -4.866 2.536
C -1.437 4.685 -3.178
H 1.748 -10.073 3.815
C 2.999 3.209 1.223
C -2.022 6.712 -1.971
H -3.917 3.050 1.893
C -1.748 0.945 3.494
C 2.289 -7.604 1.497
C 2.775 -6.594 2.361
P 0.024 2.571 -2.014
H -1.495 4.071 -4.077
H -4.630 -0.559 -0.442
C -0.575 1.598 -3.423
C -3.317 3.209 3.964
O 2.096 -3.123 -2.277
H 2.140 0.663 -2.713
C -1.743 -1.750 -0.055
H 2.199 -7.391 0.428
H 1.625 -4.292 -3.937
H 2.234 -0.417 3.482
C -4.592 3.122 -1.731
H 3.779 2.635 0.727
C 2.371 -1.142 0.869
C -1.620 0.667 -3.287
H 0.987 -2.287 -5.349
C 2.422 4.028 -2.178
C 2.601 1.649 -2.619
H 2.594 -2.063 -4.618
C 3.981 1.784 -2.800
C 2.500 -8.091 4.269
C -1.903 -3.136 0.000
H 0.679 -3.360 0.702
C -1.758 1.540 4.759
C -2.663 -3.710 1.021
H -0.171 -3.752 4.895
C 1.805 2.579 1.640
C 1.608 -1.792 1.920
C 3.801 4.153 -2.336
C -1.342 6.246 -0.839
H -3.925 4.092 4.153
H -1.335 6.824 0.084
C 1.522 -2.167 -4.399
H -3.581 -0.896 2.698
H -2.535 7.674 -1.937
C 0.330 -3.215 4.090
H 2.584 -8.272 5.346
Pd -0.269 1.626 0.004
C 1.942 -8.856 2.022
C -0.366 1.006 -5.765
C 2.180 5.382 2.042
C -3.112 -1.518 1.938
C -3.694 2.718 -0.744
H -2.600 6.299 -4.010
C 2.849 -3.952 -0.187
C 0.944 -1.972 4.258
C 2.032 -9.099 3.406
C 1.648 -1.310 3.255
F 0.739 -1.319 5.455
H -6.237 0.172 -2.192
C 1.282 -3.347 -3.488
O 0.958 -4.859 -1.323
C 1.481 1.173 1.333
H -2.807 -0.853 -4.263
H -2.769 -4.795 1.067
H -0.043 2.863 2.744
H 1.162 -1.241 -3.931
C -5.511 2.202 -2.243
H -1.116 -1.308 -0.835
H 3.249 0.684 0.149
C 3.157 -5.299 1.838
F 4.260 5.212 0.916
H 5.663 3.136 -2.751
H 3.266 -6.057 4.393
C 0.846 3.345 2.336
H 4.586 0.909 -3.058
H -6.216 2.520 -3.011
H 0.113 1.154 -6.734
C 4.582 3.036 -2.643
H -1.141 1.117 5.555
C -3.307 2.631 2.692
H -0.147 4.656 -0.013
H -2.130 0.559 -2.324
C -2.009 -0.113 -4.378
H -1.424 -3.777 -0.743
C -5.518 0.883 -1.781
C -3.657 1.380 -0.306
C -0.732 4.221 -2.054
C 0.851 -2.976 1.707
C -2.369 -0.930 0.900
H 2.319 6.455 2.189
C 2.876 -6.853 3.749
H 0.825 2.522 -4.792
C -3.260 -2.903 1.988
C -0.682 5.014 -0.894
C 0.035 1.778 -4.677
C 0.307 -3.669 2.772
C 1.809 2.774 -2.319
H -2.551 3.128 5.987
C 3.132 4.586 1.406
H 1.603 -9.646 1.347
C -1.376 0.054 -5.614
F -0.027 5.487 2.927
H 3.726 -4.636 2.512
H 2.885 -1.731 0.118
C 1.015 4.722 2.439
C 1.879 -4.046 -1.310
H -1.145 0.047 3.322
H 4.267 5.130 -2.211
H 1.817 4.906 -1.957
N 2.790 -4.918 0.664
P -2.271 0.872 0.751
C -2.508 1.500 2.444
H -1.671 -0.563 -6.464
H 3.711 -3.274 -0.296
H -3.846 -3.360 2.785
C -4.605 0.467 -0.810
C -2.548 2.668 4.997
H 0.770 0.710 2.039
H -2.984 3.440 -0.333
H 0.224 -3.440 -3.195
C 2.445 0.242 0.755
H -4.561 4.150 -2.103
C -2.065 5.932 -3.134
*
```

Results
Energy relative to the best compared isomer or geometry (same formula, charge and spin)   0.0 kJ/mol
E_tot   -103630.974 eV
Kohn-Sham gap   2.769 eV
Highest occupied orbital energy   -5.49 eV

Mulliken atomic charge list, values in e, 5 entries:
1 F -0.515
2 C -0.610
3 H 0.354
4 C -0.659
5 C -0.656

***

This record from OMol25 describes a cluster of 3 separate species, C40H37O8P in total in a non-equilibrium geometry. The level of theory is wB97M-V/def2-TZVPD.

```
! wB97M-V def2-TZVPD RIJCOSX def2/J DEFGRID3
* xyz 0 1
C 0.210 -0.700 -2.213
H 0.363 3.491 2.804
C -0.510 1.235 3.169
H 4.570 1.362 -6.860
H 1.269 0.415 -5.319
C 4.004 4.749 -7.471
C 1.747 -2.576 -3.668
C 1.287 -0.987 -3.429
H 5.149 1.287 -4.453
H 2.773 -1.868 7.793
C 1.133 -0.451 6.508
C -0.338 0.826 -1.796
H -0.506 -7.333 -1.139
H -7.450 4.308 3.181
C 1.886 0.281 -4.315
H 3.647 5.619 -6.933
C -0.358 -1.972 -1.286
H -2.672 -3.762 2.306
C 2.349 1.045 4.470
C -2.886 -1.064 3.666
H 4.579 0.372 -2.893
H 1.253 -6.438 -1.096
C 4.019 -0.669 6.098
H -0.523 2.436 5.209
H -3.378 -4.183 4.031
H 4.804 0.709 4.246
C 4.538 2.284 -7.429
C 1.181 -3.832 -2.744
P -0.597 -4.855 -0.321
O -2.547 -2.221 0.204
H 0.360 -7.053 0.514
C 0.072 -4.301 1.422
C -1.030 -0.147 2.438
C 4.915 2.344 -8.710
C 4.380 4.809 -8.752
H -7.649 1.928 3.893
C 3.837 0.399 4.865
O -5.751 5.107 1.388
C 0.076 2.470 0.588
H 1.125 -4.833 1.601
O -1.544 -1.346 3.133
H -4.994 -2.054 3.881
H 1.570 -4.940 -2.952
H -4.275 3.210 0.408
H 3.716 1.960 -3.433
H 2.345 1.807 3.583
H -4.506 -1.757 2.077
H 5.058 -1.145 6.438
C 4.863 3.611 -9.466
H 1.672 1.251 -3.680
C -6.935 2.249 3.144
C 4.184 0.964 -3.827
C -4.067 -2.081 3.137
H -4.495 -4.225 2.467
O -0.683 1.763 -2.686
C -5.848 3.940 1.739
C 2.624 -1.096 6.904
H -0.664 -4.644 2.294
O 3.713 3.428 -5.542
C -0.519 1.304 4.840
O -6.173 0.031 2.913
C -6.828 3.526 2.762
H -2.924 -1.056 4.858
H 0.219 -0.817 7.167
C -5.095 1.613 1.539
H -4.473 0.831 1.120
C 4.056 3.482 -6.715
H 5.271 1.474 -9.248
C 0.950 0.643 5.287
C -1.417 -1.560 -0.057
O 3.305 0.145 -4.673
C -0.390 1.078 -0.143
H 4.349 5.731 -9.320
C -6.076 1.199 2.561
O 5.205 3.665 -10.639
C 0.006 2.513 2.235
H 0.274 -3.150 1.489
C -0.955 -0.192 0.788
H 2.542 -2.779 -4.534
H -3.171 0.030 3.313
C 0.119 -3.546 -1.525
C 0.215 -6.584 -0.574
C -4.989 2.890 1.157
C -3.603 -3.651 3.007
H -1.407 0.692 5.297
H 0.444 3.364 -0.094
*
```

Results
Energy relative to the best compared isomer or geometry (same formula, charge and spin)   1556.3 kJ/mol
E_tot   -67715.512 eV
SMILES string   CCCOc1c(Cc2ccccc2)ccc2c1C(=O)c1c(P(C)C)ccc(COC)c1C2=O.O=C1C=CC(=O)C=C1.O=C1C=CC(=O)C=C1
Kohn-Sham gap   6.216 eV
Highest occupied orbital energy   -7.87 eV

Mulliken atomic charge list, values in e, 5 entries:
1 C 0.375
2 H 0.339
3 C 0.326
4 H 0.334
5 H 0.310

***

This record from OMol25 describes a structure of composition CH2I3P in a non-equilibrium geometry. The level of theory is wB97M-V/def2-TZVPD.

```
! wB97M-V def2-TZVPD RIJCOSX def2/J DEFGRID3
* xyz 0 1
I -1.601 1.836 0.188
P 0.801 -0.053 -1.211
C -0.179 0.271 0.626
I 1.591 0.903 1.688
H -0.315 -0.228 -1.971
H 0.886 -1.348 -0.910
I -1.183 -1.380 1.590
*
```

Results
Energy relative to the best compared isomer or geometry (same formula, charge and spin)   64.6 kJ/mol
E_tot   -34658.319 eV
Kohn-Sham gap   8.184 eV
Highest occupied orbital energy   -9.36 eV

Mulliken atomic charge list, values in e, 5 entries:
1 I 0.161
2 P 0.116
3 C -0.721
4 I 0.156
5 H 0.051